Record 1
{
  "formula": "C46H56F5N4O2S3SiY",
  "method": "ωB97M-V/def2-TZVPD",
  "e_above_lowest_kcal_mol": 0.0,
  "lumo_ha": -0.0247,
  "homo_ev": -6.318,
  "energy_ha": -4177.85344,
  "elements": ["F", "N", "H", "C", "H", "H", "H", "H", "H", "C", "C", "H", "H", "C", "H", "H", "H", "H", "H", "C", "H", "H", "H", "C", "C", "H", "C", "C", "H", "C", "O", "H", "Y", "C", "H", "S", "C", "C", "C", "C", "H", "C", "H", "H", "F", "H", "C", "H", "H", "H", "C", "O", "C", "C", "C", "C", "H", "C", "H", "H", "C", "N", "C", "C", "C", "H", "F", "H", "H", "C", "C", "H", "C", "C", "C", "H", "C", "C", "C", "H", "C", "H", "C", "H", "F", "N", "H", "H", "H", "H", "S", "H", "C", "Si", "H", "H", "C", "H", "H", "H", "C", "C", "C", "H", "C", "S", "H", "C", "H", "C", "F", "H", "C", "H", "H", "N", "H", "H"],
  "coordinates": [[-4.366, 2.686, -1.341], [0.477, 2.255, -2.671], [3.477, 3.188, -3.856], [-0.232, 2.400, -3.782], [3.315, -3.554, -0.261], [5.873, -1.368, -5.016], [-4.589, -1.086, 3.663], [-1.722, -2.852, 0.397], [0.201, -2.916, 4.848], [-3.983, 4.989, -1.414], [4.258, 3.126, 0.105], [-5.572, -0.271, -0.985], [0.138, -4.502, -1.604], [-4.407, -0.338, 2.888], [-1.322, -4.007, 1.688], [1.432, -3.305, -1.575], [2.168, 3.450, 3.501], [4.569, -2.316, -0.200], [-5.069, -3.945, -1.513], [-1.121, 1.912, 2.433], [-6.484, 0.267, 2.740], [-4.918, -3.202, 0.064], [-5.537, 1.239, 3.866], [-1.148, -3.749, 0.643], [-4.280, -1.944, -1.612], [-2.053, 1.511, 2.058], [3.409, 2.923, 1.177], [0.518, -3.101, 3.812], [-5.307, -1.357, 1.205], [-2.159, 3.425, -0.906], [-2.189, -0.439, 0.050], [0.571, -5.704, 0.419], [-0.223, 0.583, -0.656], [-1.345, 4.568, -0.803], [-4.427, -1.964, -2.694], [-1.271, -0.624, -2.959], [0.349, -1.816, 2.991], [0.434, -3.524, -1.200], [2.421, 2.963, -3.850], [2.114, 2.497, 0.922], [-4.164, 0.200, -1.935], [1.231, 2.989, 3.224], [3.705, -2.065, -5.987], [3.159, -0.043, 2.252], [-0.053, 4.422, -0.481], [-0.104, -3.910, 3.429], [-3.501, 3.711, -1.220], [4.609, -0.572, 1.386], [-3.441, 0.112, 3.130], [-1.443, -1.262, 4.084], [2.577, -1.272, -4.335], [-1.738, 2.211, -0.720], [1.068, 2.412, 1.973], [-1.045, 2.465, 3.700], [4.987, -0.500, -3.259], [2.941, -1.956, 1.189], [-1.915, 2.475, 4.341], [3.484, -2.484, -0.143], [3.860, 0.238, -1.590], [2.167, 3.361, -5.943], [3.825, -0.230, -2.561], [1.343, -0.385, -2.537], [-4.316, -1.057, 1.546], [0.164, 2.998, 4.107], [-1.813, 5.853, -0.995], [-6.230, -2.715, -1.019], [-0.976, 6.888, -0.873], [3.030, -1.979, -0.992], [-1.284, 2.155, -3.710], [0.381, -0.819, -3.322], [-4.520, -0.500, -1.176], [1.548, -3.454, 3.844], [3.549, -2.841, 2.283], [1.069, -0.692, 3.748], [3.510, -0.541, 1.346], [0.608, -0.550, 4.736], [1.777, 2.571, -2.688], [-5.505, 0.720, 2.908], [2.460, 2.563, -1.360], [-1.758, -2.286, 2.682], [-3.139, 6.079, -1.303], [5.283, 3.430, 0.269], [-1.140, -1.469, 3.047], [1.093, -4.904, 1.901], [-3.599, 7.323, -1.489], [-0.088, 1.854, 1.600], [1.006, 0.258, 3.216], [-5.345, 1.470, 2.130], [-3.670, -1.933, 1.573], [-3.230, -2.191, -1.459], [0.931, -1.596, -4.786], [-1.366, -0.594, 2.441], [1.684, 3.065, -5.021], [0.962, -1.823, 1.090], [5.941, -0.213, -2.836], [3.753, 3.083, 2.187], [0.328, 2.806, -4.986], [-0.256, -2.785, -1.610], [2.123, -0.911, 3.913], [2.110, -4.857, 0.466], [3.743, -1.552, -5.035], [4.952, -1.157, -4.490], [0.346, -3.553, 0.333], [-0.290, 2.899, -5.867], [2.597, -0.618, -3.096], [-3.610, 0.041, 0.285], [3.364, -2.468, 3.289], [-5.177, -3.003, -0.975], [4.640, -2.882, 2.153], [1.078, -4.814, 0.816], [-5.272, 5.178, -1.710], [-1.540, -4.577, 0.037], [3.771, 2.985, -1.183], [3.226, 0.081, 0.496], [4.403, 3.205, -2.030], [1.690, 2.243, -0.316], [0.272, 3.438, 5.089], [3.178, -3.865, 2.230]],
  "forces_ev_per_angstrom": [[-0.06, -0.06, -0.03], [0.12, 0.05, 0.18], [0.00, -0.01, -0.01], [-0.05, -0.03, -0.01], [0.03, 0.05, -0.03], [0.00, 0.00, 0.00], [0.00, 0.00, 0.00], [-0.02, 0.01, 0.01], [0.00, -0.01, -0.01], [0.02, 0.03, -0.01], [-0.01, 0.00, -0.04], [0.01, 0.01, 0.03], [0.00, 0.01, 0.01], [0.01, 0.00, 0.01], [-0.02, 0.01, -0.01], [0.04, 0.01, -0.02], [0.00, 0.00, 0.01], [-0.01, 0.00, 0.00], [-0.01, 0.00, 0.00], [0.00, 0.00, -0.04], [0.00, 0.01, 0.00], [-0.01, -0.01, -0.02], [0.00, -0.01, 0.01], [0.05, -0.05, -0.02], [-0.07, 0.00, -0.08], [-0.01, -0.02, -0.03], [0.02, 0.01, 0.04], [0.03, 0.02, -0.02], [-0.02, 0.03, 0.00], [-0.04, 0.06, -0.01], [0.03, -0.10, 0.44], [0.01, 0.01, 0.00], [-0.01, 0.41, -0.29], [-0.14, -0.08, 0.01], [0.01, -0.01, 0.00], [-0.16, -0.08, -0.13], [0.03, 0.01, 0.00], [-0.01, -0.01, 0.03], [0.06, 0.00, -0.03], [0.05, 0.02, 0.04], [-0.02, -0.01, -0.01], [0.04, 0.03, 0.04], [0.00, 0.00, 0.00], [0.02, 0.02, -0.01], [0.31, -0.04, 0.08], [0.01, -0.03, -0.01], [0.08, -0.13, 0.01], [-0.01, 0.00, -0.01], [0.01, -0.04, 0.01], [0.01, 0.00, -0.01], [-0.09, 0.01, 0.00], [-0.12, 0.03, -0.04], [-0.08, 0.00, 0.01], [0.00, 0.00, 0.02], [0.00, 0.01, 0.01], [-0.04, -0.03, -0.02], [0.00, 0.01, 0.00], [0.00, -0.01, -0.01], [0.02, 0.03, 0.06], [0.00, 0.00, 0.00], [-0.03, -0.04, 0.00], [0.04, -0.15, 0.05], [0.11, 0.06, 0.01], [0.01, 0.00, -0.01], [-0.06, -0.02, -0.01], [0.00, 0.00, 0.01], [0.06, 0.05, 0.01], [-0.01, -0.02, -0.01], [0.00, -0.01, 0.02], [0.15, 0.02, 0.01], [0.14, 0.01, -0.02], [-0.02, -0.01, 0.00], [0.00, 0.02, -0.02], [-0.02, -0.02, -0.01], [0.03, -0.02, 0.04], [0.00, -0.02, -0.01], [-0.01, -0.04, 0.03], [0.03, 0.00, -0.02], [-0.12, 0.01, -0.03], [-0.05, 0.00, 0.01], [-0.04, 0.00, 0.00], [0.00, 0.00, 0.00], [-0.02, 0.04, 0.03], [-0.01, -0.01, 0.06], [-0.01, 0.02, -0.01], [0.03, -0.04, -0.07], [0.03, -0.06, 0.04], [-0.01, 0.00, 0.01], [0.01, -0.03, 0.01], [0.10, -0.01, 0.01], [-0.02, 0.00, -0.03], [-0.01, 0.00, -0.02], [0.00, 0.01, -0.01], [0.07, -0.24, 0.17], [-0.01, 0.01, 0.01], [0.00, -0.01, 0.00], [0.01, 0.00, 0.02], [0.01, 0.02, -0.02], [0.06, -0.02, 0.01], [-0.06, -0.01, 0.02], [0.04, 0.01, 0.00], [-0.05, -0.03, -0.02], [-0.03, 0.02, 0.03], [0.00, 0.00, 0.00], [0.00, 0.15, -0.07], [-0.27, 0.14, -0.16], [-0.02, 0.04, 0.03], [0.02, 0.00, 0.00], [-0.01, 0.00, 0.01], [-0.02, 0.01, -0.03], [-0.08, 0.00, -0.02], [0.00, 0.01, 0.00], [0.05, 0.03, 0.01], [-0.02, 0.02, -0.02], [0.00, 0.01, 0.00], [-0.01, -0.05, -0.14], [0.01, 0.00, 0.00], [0.02, 0.02, 0.02]]
}

Record 2
{
  "formula": "C46H57FeN4O2S2SbSi4Te",
  "method": "ωB97M-V/def2-TZVPD",
  "total_charge": 1,
  "e_above_lowest_kcal_mol": 29.1,
  "lumo_ha": [-0.1095, -0.1724],
  "homo_ev": [-9.856, -9.856],
  "s2": 0.7587,
  "energy_ha": -5882.83343,
  "multiplicity": 2,
  "elements": ["Si", "H", "H", "H", "N", "C", "C", "C", "C", "C", "H", "C", "C", "C", "H", "H", "H", "C", "H", "H", "O", "H", "H", "C", "H", "H", "S", "C", "N", "H", "C", "C", "H", "H", "H", "H", "C", "C", "H", "Te", "C", "C", "H", "C", "Si", "H", "C", "H", "N", "C", "C", "Si", "H", "H", "H", "H", "C", "C", "H", "C", "H", "C", "H", "H", "C", "Sb", "H", "H", "Si", "H", "H", "C", "C", "C", "H", "H", "C", "C", "C", "H", "N", "H", "H", "H", "H", "C", "C", "H", "H", "H", "H", "C", "C", "H", "C", "C", "C", "H", "C", "H", "C", "H", "C", "H", "H", "H", "Fe", "C", "H", "C", "H", "H", "H", "O", "S", "C", "H", "C"],
  "coordinates": [[0.721, -0.214, -5.005], [5.354, -0.800, -1.677], [1.978, 5.076, 0.531], [4.600, 1.353, -4.805], [-2.067, 2.002, -0.198], [-2.957, 2.543, 0.661], [0.961, 0.482, 5.020], [-2.243, 3.965, -1.548], [-3.987, 2.020, 2.954], [-3.205, -0.551, 2.499], [-3.769, -3.050, 3.482], [-2.666, -1.875, 2.085], [-4.255, -1.566, -1.119], [1.204, -3.498, 3.415], [0.894, 1.958, -6.201], [1.617, 0.386, 7.055], [-1.836, 2.823, 6.322], [2.271, 4.121, 0.950], [3.779, -2.441, -5.206], [3.832, 1.549, -0.638], [-4.603, 0.585, 6.197], [-1.416, -0.773, -3.907], [2.818, -4.801, 2.864], [-5.858, -3.264, -1.476], [1.875, -3.335, -1.472], [4.672, 2.915, -1.380], [-5.472, -1.124, 0.012], [-1.700, -4.216, 1.077], [-1.804, -1.832, 1.051], [-0.785, 1.548, -5.856], [4.422, -2.208, -4.358], [-3.785, -0.244, 3.710], [1.947, -2.039, -6.129], [1.217, -0.934, -7.296], [4.928, 2.573, 2.372], [-4.271, 3.044, 3.169], [3.557, 3.937, 1.438], [2.919, -2.922, 1.833], [1.752, -0.168, 4.669], [0.377, -0.233, -1.104], [0.618, -2.251, 3.231], [2.997, 1.688, 2.089], [-0.194, 1.844, 7.903], [-2.562, -4.258, 2.157], [3.472, -1.967, -2.773], [0.248, 2.183, -4.575], [-3.107, 4.539, -0.635], [3.287, 0.751, 2.549], [-3.010, 0.380, 1.563], [-1.352, -2.982, 0.550], [1.831, 3.291, -2.596], [1.984, -0.179, -3.010], [-1.111, 2.191, -2.006], [-3.503, 5.533, -0.796], [5.145, 1.265, -1.790], [4.274, 4.748, 1.395], [-1.046, 2.173, 5.966], [1.700, 1.865, 1.604], [0.992, 2.921, -2.002], [2.490, -3.497, -2.364], [0.767, -4.200, 4.114], [-3.065, -3.066, 2.660], [-1.422, -1.317, -5.591], [-5.870, -4.350, -1.534], [2.328, -1.678, 1.645], [0.142, 0.512, 2.066], [2.708, -0.477, -6.463], [-1.935, 4.486, -2.444], [3.054, 1.924, -2.956], [-4.004, -2.944, -2.534], [4.520, 3.097, -4.535], [-3.485, 3.805, 0.480], [-4.638, 1.505, 5.366], [3.922, 2.182, -4.580], [-7.326, -2.674, 0.029], [4.256, -1.447, -0.460], [-1.762, 2.688, -1.300], [-4.175, 1.070, 3.949], [-6.251, -2.766, -0.095], [2.321, 4.072, -2.007], [-4.494, -2.752, -1.668], [-1.684, 2.313, 3.940], [-0.268, -1.995, 3.803], [3.153, -4.344, -2.168], [1.437, 3.754, -3.502], [0.230, 1.531, -5.447], [-0.123, 1.627, 6.844], [1.826, -3.774, -3.189], [-6.519, -2.859, -2.245], [5.117, -3.043, -4.226], [-0.670, -2.899, -0.287], [-0.807, -1.229, -4.689], [1.174, -1.331, 2.339], [3.825, -3.175, 1.296], [4.720, -1.650, -1.428], [3.923, 2.717, 1.995], [0.887, 0.799, 6.370], [5.369, -2.524, -1.315], [-0.968, 1.868, 4.613], [-3.896, -0.965, 4.511], [4.291, 1.906, -1.565], [-1.287, -5.118, 0.649], [1.749, -0.987, -6.341], [0.343, 3.240, 0.644], [-2.849, -5.203, 2.598], [3.221, 2.280, -5.411], [-1.618, 0.043, 0.253], [-3.371, 1.644, 1.776], [5.010, -1.322, -4.615], [2.356, -3.834, 2.714], [-0.538, -2.236, -4.357], [-5.838, -3.388, 0.698], [-4.199, 4.194, 1.193], [-4.910, 2.715, 5.444], [-2.974, -0.565, -1.595], [1.347, 3.085, 1.027], [2.768, -0.975, 0.948], [0.014, 1.003, 4.136]],
  "forces_ev_per_angstrom": [[-0.12, -0.07, 0.35], [0.03, -0.05, 0.02], [0.02, -0.02, -0.02], [-0.02, 0.07, 0.00], [-0.21, -0.19, -0.06], [-0.13, -0.31, 0.33], [-0.14, 0.11, 0.00], [0.15, -0.15, -0.06], [-0.16, 0.07, -0.13], [0.10, -0.49, -0.09], [0.05, -0.03, -0.01], [-0.28, 0.40, 0.12], [0.18, 0.36, 0.05], [-0.02, 0.07, -0.02], [0.01, 0.02, 0.05], [0.00, 0.01, 0.00], [-0.01, -0.04, 0.00], [0.00, -0.05, 0.04], [0.07, -0.02, 0.03], [0.04, 0.04, -0.02], [-0.07, 0.12, -0.11], [-0.02, -0.01, -0.02], [0.00, 0.02, 0.00], [0.14, -0.08, 0.15], [0.05, -0.02, -0.03], [-0.03, -0.04, -0.02], [-0.03, 0.07, 0.25], [0.14, 0.10, -0.12], [-0.13, -0.01, -0.41], [0.05, -0.01, 0.00], [0.07, 0.06, -0.23], [-0.10, -0.07, 0.02], [-0.04, 0.03, -0.04], [0.02, 0.01, 0.02], [-0.03, 0.00, 0.00], [0.00, -0.04, 0.07], [-0.04, -0.01, 0.00], [0.00, 0.01, -0.01], [-0.01, -0.04, 0.01], [1.44, -0.67, -0.97], [0.09, -0.04, -0.06], [-0.04, 0.03, -0.04], [0.02, 0.01, -0.02], [-0.12, 0.06, 0.14], [0.03, -0.16, 0.18], [-0.05, 0.07, 0.04], [-0.09, 0.03, 0.15], [-0.01, 0.03, 0.04], [0.59, -0.08, 0.05], [0.17, -0.11, 0.13], [-0.19, 0.18, -0.03], [0.12, 0.39, -0.60], [0.05, 0.01, 0.04], [0.00, -0.02, 0.01], [-0.02, 0.05, 0.03], [-0.01, -0.02, -0.02], [0.01, 0.01, -0.04], [0.08, 0.15, 0.01], [0.04, 0.05, 0.00], [-0.23, -0.19, 0.03], [0.01, 0.01, -0.01], [0.00, -0.20, 0.13], [0.04, 0.00, 0.04], [0.05, -0.01, 0.00], [-0.07, -0.01, 0.01], [0.71, -0.11, 0.66], [-0.02, -0.04, -0.03], [-0.04, -0.02, 0.00], [-0.01, 0.00, 0.40], [0.14, -0.16, 0.16], [-0.02, -0.03, -0.01], [-0.07, 0.21, -0.02], [-0.01, 0.07, 0.18], [0.10, -0.05, -0.25], [0.00, 0.01, 0.00], [0.05, -0.01, -0.05], [0.07, 0.16, 0.03], [0.07, -0.03, -0.04], [0.06, 0.03, 0.02], [0.01, -0.03, -0.04], [-0.39, 0.02, -0.55], [-0.06, 0.01, -0.05], [0.02, 0.01, 0.01], [-0.02, 0.03, -0.01], [-0.02, -0.02, -0.01], [-0.12, 0.18, -0.17], [0.01, -0.02, 0.00], [0.02, 0.00, 0.06], [0.00, 0.05, -0.04], [0.00, 0.04, 0.00], [0.00, -0.01, 0.01], [-0.18, -0.23, -0.04], [-0.07, -0.08, 0.12], [-0.02, 0.01, 0.00], [0.10, 0.08, 0.23], [-0.02, -0.01, -0.01], [-0.01, 0.00, -0.05], [-0.04, 0.01, 0.00], [0.10, -0.07, 0.00], [-0.01, 0.08, 0.03], [0.18, -0.03, 0.15], [-0.01, 0.02, -0.01], [0.15, -0.07, -0.27], [-0.02, 0.01, 0.03], [-0.01, 0.02, -0.01], [0.01, 0.00, -0.01], [-1.88, 0.86, 0.69], [0.03, 0.36, -0.36], [-0.02, -0.07, 0.01], [-0.02, 0.01, 0.01], [-0.04, 0.02, -0.02], [-0.04, -0.04, -0.02], [0.04, 0.01, -0.03], [0.06, -0.17, 0.01], [-0.21, -0.38, -0.03], [0.11, -0.03, -0.04], [0.02, 0.00, 0.01], [-0.16, 0.02, 0.03]]
}